Formula: C19H19BrF4N2O2Pd
Source: OMol25
Level of theory: ωB97M-V with the def2-TZVPD basis set

Each line ends with the Mulliken charge.
Positions of all 48 atoms, in Å:
1 Pd -0.01027 0.13442 0.59349  0.16
2 C 2.84355 1.52133 -2.52946  -1.24
3 C 1.67306 0.85429 -1.82018  -0.57
4 N 1.65368 1.02688 -0.34563  0.26
5 C 2.90447 0.56593 0.29841  -0.69
6 C 3.21638 -0.89843 0.04441  -1.41
7 C 1.32460 2.41644 0.05654  -0.89
8 C -0.06804 2.78648 -0.41900  -0.75
9 N -0.89772 1.59123 -0.32223  0.01
10 C -2.26462 1.64940 -0.33024  -0.21
11 C -3.03133 0.48724 -0.13805  0.31
12 F -2.39844 -0.69776 0.05034  -0.30
13 C -4.40651 0.48236 -0.12194  0.22
14 F -5.03196 -0.68409 0.08814  -0.31
15 C -5.14055 1.63434 -0.31823  -0.59
16 C -4.41465 2.78367 -0.54138  0.14
17 F -5.05566 3.94189 -0.75551  -0.31
18 C -3.03369 2.80324 -0.55760  0.72
19 F -2.43754 3.98454 -0.83396  -0.32
20 H 2.72958 1.37580 -3.60379  0.43
21 H 3.80385 1.09229 -2.24276  0.28
22 H 2.88061 2.59626 -2.34697  0.28
23 H 1.66736 -0.21523 -2.02421  0.45
24 H 0.72921 1.24284 -2.19401  0.40
25 H 2.79463 0.75978 1.36475  0.47
26 H 3.73688 1.18035 -0.06015  0.56
27 H 2.34136 -1.52444 0.19853  0.30
28 H 3.98248 -1.23004 0.74499  0.39
29 H 3.59502 -1.06447 -0.96579  0.35
30 H 2.05524 3.13903 -0.32652  0.39
31 H 1.37705 2.43971 1.14380  0.38
32 H -0.04503 3.15101 -1.45181  0.42
33 H -0.41643 3.61757 0.19653  0.50
34 H -6.21933 1.63546 -0.29654  0.49
35 Br 1.08087 -2.31658 8.78158  -0.19
36 C 0.79038 -1.78164 6.99101  0.14
37 C -0.33380 -1.03097 6.68353  -0.52
38 C -0.54146 -0.64270 5.36973  -0.33
39 C 0.36130 -1.01133 4.38010  0.09
40 C 1.48141 -1.76615 4.70541  -0.31
41 C 1.70514 -2.15168 6.01741  -0.58
42 C 0.11355 -0.59023 2.97542  1.18
43 O -0.73821 0.29621 2.71187  -0.76
44 O 0.78756 -1.14587 2.03178  -0.73
45 H -1.03354 -0.75572 7.46007  0.42
46 H -1.40450 -0.04935 5.09832  0.43
47 H 2.17170 -2.05065 3.92261  0.42
48 H 2.57527 -2.73514 6.28367  0.42

The calculation puts the relative energy (zero: lowest compared OMol25 entry of this formula, charge and spin) at 0.438 eV. The calculation puts the total energy at -111477.95968 eV. Its molar mass is 569.69 g mol⁻¹. The total charge is 0. The value obtained for the HOMO energy is -7.585 eV.